# 1
Density functional theory data (the ωB97M-V functional and the def2-TZVPD basis) for C28H38AsF5N4O3P2PtS as an isolated structure.

The calculation puts the orbital gap (alpha / beta) at 6.639 / 6.594 eV. As for the multiplicity: 3. The calculation puts the lowest unoccupied orbital energy (alpha / beta) at 0.0150 / -0.0193 Eh. Its expectation value of S² is 2.008. The calculation puts the HOMO energy (alpha / beta) at -6.2 / -7.1 eV.

```
83
Properties=species:S:1:pos:R:3:forces:R:3:mulliken_spin:R:1
Pt -0.2416 -0.0536 0.4844 0.412 0.065 0.287 1.10
S -1.5331 -1.8380 1.3106 -0.132 -0.086 0.051 0.29
C -1.6103 -1.6182 3.0570 0.027 0.012 -0.055 -0.03
C -2.6474 -2.2290 3.7671 -0.012 -0.009 -0.019 -0.01
C -2.7361 -2.1002 5.1400 0.015 0.014 0.050 0.00
C -1.7973 -1.3564 5.8456 0.023 0.017 -0.014 0.01
C -0.7598 -0.7485 5.1575 -0.035 -0.030 0.097 0.00
C -0.6623 -0.8850 3.7789 0.041 0.050 -0.083 0.03
As 0.7622 -0.0942 2.7545 -0.074 -0.208 -0.258 0.13
C 1.5077 1.2269 3.9633 0.009 -0.031 0.042 0.03
C 1.0159 2.5272 3.9636 0.002 0.036 0.030 0.00
C 1.5014 3.4502 4.8797 -0.005 -0.015 -0.019 0.00
C 2.4758 3.0808 5.7945 -0.008 0.062 0.020 0.00
C 2.9658 1.7846 5.7971 0.028 -0.081 -0.008 0.00
C 2.4838 0.8562 4.8851 0.023 0.038 0.002 0.01
C 2.1480 -1.4494 2.7858 -0.069 0.022 0.077 0.02
C 1.8890 -2.7383 3.2294 -0.018 0.017 0.011 0.01
C 2.9053 -3.6858 3.2324 -0.010 -0.026 0.017 -0.01
C 4.1776 -3.3446 2.8024 0.041 -0.032 -0.006 0.01
C 4.4317 -2.0579 2.3436 0.047 -0.026 0.009 0.00
C 3.4166 -1.1172 2.3234 0.038 0.065 -0.013 0.01
H -3.3924 -2.7945 3.2240 -0.023 -0.017 -0.033 0.00
H -3.5547 -2.5740 5.6655 -0.025 -0.016 0.019 0.00
H -1.8761 -1.2450 6.9179 -0.009 -0.003 0.037 0.00
H -0.0256 -0.1642 5.7000 0.005 0.006 -0.031 0.00
H 0.2580 2.8240 3.2544 -0.025 -0.017 -0.027 -0.01
H 1.1155 4.4605 4.8743 -0.012 0.029 0.003 0.00
H 2.8523 3.8024 6.5079 0.002 0.014 0.002 0.00
H 3.7239 1.4897 6.5111 0.007 -0.001 0.011 0.00
H 2.8705 -0.1550 4.8948 -0.006 0.007 0.008 0.00
H 0.8987 -3.0059 3.5783 0.002 0.015 -0.014 0.00
H 2.7010 -4.6890 3.5839 0.000 -0.011 -0.001 0.00
H 4.9717 -4.0808 2.8186 -0.001 0.001 0.003 0.00
H 5.4231 -1.7903 2.0014 0.021 0.008 -0.013 0.00
H 3.6194 -0.1165 1.9562 -0.035 0.000 0.002 0.00
C -0.5284 0.7580 -3.3223 0.030 -0.191 0.111 0.01
N 0.8610 1.2001 -3.4100 0.002 0.023 -0.036 0.00
C 1.0194 2.3971 -4.2181 0.052 0.044 -0.071 0.00
P 1.9309 0.7588 -2.2504 0.139 -0.070 0.236 0.01
O 1.5872 1.0169 -0.8331 -0.156 0.007 -0.218 -0.01
O 2.1496 -0.8215 -2.5147 -0.088 -0.090 -0.048 0.01
P 1.6852 -2.1179 -1.6611 -0.038 0.062 0.071 0.01
O 1.4606 -1.8968 -0.2238 -0.017 0.037 -0.065 -0.03
N 2.9039 -3.1921 -1.9083 -0.103 -0.038 -0.083 0.00
C 3.4569 -3.4295 -3.2266 -0.014 -0.005 -0.092 0.00
C 3.7569 -3.6186 -0.8127 0.030 0.020 0.016 0.00
N 0.3031 -2.5484 -2.4588 0.154 0.045 0.025 0.01
C -0.5078 -3.5685 -1.7971 -0.014 -0.026 0.073 0.01
C 0.2006 -2.5945 -3.9058 -0.033 0.078 -0.093 0.00
N 3.3832 1.4147 -2.7023 -0.028 -0.101 0.015 0.00
C 3.6965 2.6756 -2.0327 -0.010 0.073 0.031 0.00
C 4.5565 0.5672 -2.8725 -0.006 -0.056 -0.065 0.00
H -0.8488 0.4038 -4.3054 -0.031 -0.002 0.009 0.00
H -1.1766 1.5703 -3.0001 -0.045 0.015 0.032 0.01
H -0.6305 -0.0626 -2.6065 -0.005 0.064 -0.049 0.00
H 0.5646 2.2208 -5.1957 -0.006 0.021 0.007 0.00
H 2.0725 2.6193 -4.3677 -0.014 0.011 0.018 0.00
H 0.5207 3.2544 -3.7557 0.006 0.039 -0.025 0.00
H 2.8002 -3.0400 -4.0019 0.026 -0.001 -0.004 0.00
H 3.5868 -4.5017 -3.3985 0.010 0.030 0.013 0.00
H 4.4333 -2.9428 -3.3329 -0.001 -0.012 -0.017 0.00
H 3.2876 -3.3758 0.1337 -0.022 -0.015 0.060 0.00
H 4.7311 -3.1198 -0.8621 0.033 -0.014 0.028 0.00
H 3.9136 -4.6982 -0.8741 0.023 -0.004 0.023 0.00
H -0.4378 -3.4531 -0.7178 -0.016 -0.029 0.018 -0.01
H -0.1916 -4.5783 -2.0817 -0.005 -0.019 0.001 0.00
H -1.5500 -3.4320 -2.0893 0.000 0.002 0.008 0.00
H 0.7608 -1.7783 -4.3574 0.027 0.019 -0.013 0.00
H -0.8490 -2.4810 -4.1864 0.019 0.007 0.001 0.00
H 0.5555 -3.5484 -4.3140 -0.014 -0.001 -0.010 0.00
H 2.8015 3.2860 -1.9279 -0.017 0.017 0.012 0.00
H 4.4207 3.2224 -2.6384 0.007 0.014 0.029 0.00
H 4.1056 2.5074 -1.0319 0.020 0.043 -0.004 0.00
H 4.3325 -0.2717 -3.5263 0.003 -0.008 0.015 0.00
H 4.9317 0.1849 -1.9155 0.023 -0.006 -0.012 0.00
H 5.3433 1.1624 -3.3378 0.000 -0.008 0.001 0.00
F -1.1187 2.4115 -0.8272 -0.038 -0.077 0.013 0.01
C -1.1516 1.8018 0.4214 -0.281 0.289 -0.192 0.36
F -0.5670 2.7378 1.2532 0.044 -0.038 0.055 0.01
C -2.6383 1.8101 0.8139 -0.163 0.036 0.066 -0.03
F -3.3593 1.0280 -0.0025 0.097 0.042 -0.004 0.00
F -2.8037 1.3679 2.0688 0.067 0.032 -0.060 0.00
F -3.1781 3.0458 0.7554 0.105 -0.127 -0.008 0.00
```
Positions in Å, forces in eV/Å.


# 2
Density functional theory data (the ωB97M-V functional and the def2-TZVPD basis) for C28H38AuN4O4Si as an isolated structure in a non-equilibrium geometry.

The calculation puts the orbital gap (alpha / beta) at 6.561 / 6.071 eV. As for the multiplicity: 3. The calculation puts the lowest unoccupied orbital energy (alpha / beta) at -0.0800 / -0.1927 Eh. Its expectation value of S² is 2.079. Its charge is +1. The calculation puts the HOMO energy (alpha / beta) at -8.7 / -11.3 eV.

```
76
Properties=species:S:1:pos:R:3:forces:R:3:mulliken_spin:R:1
Au 0.2541 -0.2344 -0.1566 -0.104 -0.394 -0.498 0.04
C 0.8800 1.1815 4.1975 -0.008 -0.030 -0.070 0.01
C 1.3228 -0.1540 3.6676 -0.021 -0.278 -0.155 -0.01
C 2.1558 -0.9790 4.4511 0.080 -0.078 0.046 0.21
C 2.5340 -2.2252 3.9803 0.073 0.061 0.082 -0.07
C 2.0645 -2.6512 2.7568 -0.088 -0.084 -0.155 0.17
C 1.2088 -1.8003 2.0170 -0.240 -0.098 -0.309 -0.05
N 0.8813 -0.5601 2.4871 -0.001 0.232 0.424 0.13
N 0.6537 -2.1359 0.8270 0.476 0.566 0.904 0.54
Si 0.3968 -3.8116 0.2716 -0.359 -0.329 -0.043 -0.02
C -0.7342 -3.6685 -1.1896 -0.018 0.075 -0.140 0.00
C -0.4722 -4.6528 1.6932 -0.006 0.037 0.072 0.02
C 1.9323 -4.7549 -0.1903 0.261 0.150 -0.041 0.02
H 1.2707 1.3448 5.1995 -0.007 0.011 -0.009 0.00
H -0.2113 1.2276 4.2517 0.050 -0.001 -0.046 0.00
H 1.2248 1.9968 3.5590 -0.020 -0.052 -0.043 0.00
H 2.4882 -0.6343 5.4219 -0.007 0.000 -0.046 0.01
H 3.1915 -2.8564 4.5649 -0.030 0.025 -0.018 0.00
H 2.3627 -3.6057 2.3430 -0.056 0.064 0.083 0.02
H -1.6013 -3.0457 -0.9448 0.071 -0.062 -0.056 0.00
H -1.0959 -4.6584 -1.4888 0.037 0.100 0.029 0.00
H -0.2190 -3.2247 -2.0478 -0.095 -0.067 0.180 0.00
H -1.2640 -4.0148 2.0989 0.051 -0.100 -0.034 0.00
H 0.2205 -4.8933 2.5052 -0.103 -0.006 -0.051 0.00
H -0.9289 -5.5862 1.3481 0.046 0.080 0.054 0.00
H 2.4755 -4.2785 -1.0116 -0.035 -0.042 0.042 0.00
H 1.6355 -5.7554 -0.5218 -0.004 0.081 0.020 0.00
H 2.6275 -4.8798 0.6432 -0.026 -0.042 -0.086 0.00
O -0.1993 1.8181 1.1781 0.130 -0.090 0.125 0.06
C -0.9146 2.9922 1.2325 -0.100 0.133 0.017 0.27
C -1.5432 2.8921 -1.7296 0.217 -0.135 0.082 0.00
O -2.3592 3.7191 -1.7525 0.506 -0.620 -0.081 0.00
O -0.7219 2.0549 -1.7148 -0.848 0.799 -0.116 0.00
C -0.1715 4.1595 0.8375 0.004 -0.011 -0.022 0.06
C -0.7987 5.3448 0.4066 -0.035 0.021 0.025 0.14
C -0.0489 6.4540 0.0576 -0.028 0.018 0.000 -0.08
C 1.3401 6.4160 0.1106 0.006 -0.019 -0.012 0.14
C 1.9773 5.2390 0.4889 -0.032 -0.024 0.006 -0.08
C 1.2381 4.1234 0.8387 0.001 0.025 -0.005 0.15
C -2.2767 2.8902 1.6929 -0.002 -0.009 -0.043 -0.01
C -2.9696 3.9765 2.2608 0.011 0.025 0.032 0.13
C -4.2756 3.8351 2.6918 0.012 0.017 -0.001 -0.07
C -4.9319 2.6126 2.5861 0.009 -0.013 -0.020 0.13
C -4.2536 1.5193 2.0630 0.031 0.012 0.009 -0.07
C -2.9453 1.6497 1.6279 -0.013 0.032 -0.029 0.15
H -0.4803 1.2281 1.8920 0.083 -0.075 0.031 -0.01
H -1.8760 5.3772 0.3062 0.064 0.020 0.052 0.01
H -0.5526 7.3560 -0.2708 0.023 -0.062 0.020 0.00
H 1.9210 7.2907 -0.1552 -0.033 -0.047 0.006 0.01
H 3.0597 5.1945 0.5147 -0.050 -0.007 -0.002 0.00
H 1.7413 3.2107 1.1279 0.001 0.019 0.013 0.02
H -2.4609 4.9207 2.4021 -0.025 -0.016 -0.043 0.01
H -4.7869 4.6845 3.1285 0.030 -0.030 -0.020 0.00
H -5.9593 2.5128 2.9129 0.053 0.004 0.010 0.01
H -4.7501 0.5596 1.9871 0.015 0.028 -0.010 0.00
H -2.4460 0.7900 1.1940 -0.023 0.003 -0.010 0.02
C 2.1989 -2.2265 -5.0308 0.019 0.059 0.097 0.00
N 1.8896 -1.8864 -3.6434 0.102 -0.135 0.007 0.00
C 3.0547 -1.7281 -2.7793 -0.087 0.033 -0.136 0.00
C 0.7460 -1.2358 -3.2820 0.194 0.137 0.109 0.00
O 0.7831 -0.3763 -2.3760 -0.111 0.018 -0.282 0.00
N -0.3995 -1.5476 -3.9397 -0.057 -0.049 -0.094 0.00
C -1.5682 -0.6984 -3.7792 0.058 -0.116 0.048 0.00
C -0.6543 -2.8390 -4.5675 -0.007 0.110 0.018 0.00
H 3.1098 -1.7047 -5.3287 0.008 0.019 0.003 0.00
H 1.4013 -1.9055 -5.6932 -0.004 0.002 0.006 0.00
H 2.3628 -3.2977 -5.1577 -0.013 -0.013 0.004 0.00
H 3.7155 -2.5825 -2.9286 -0.019 0.008 0.002 0.00
H 2.7466 -1.6868 -1.7383 -0.023 -0.018 0.023 0.00
H 3.6061 -0.8120 -3.0091 -0.018 -0.010 -0.002 0.00
H -1.2553 0.2812 -3.4462 0.032 0.129 0.056 0.00
H -2.2665 -1.1198 -3.0486 0.016 0.004 -0.007 0.00
H -2.0781 -0.6091 -4.7384 -0.015 -0.017 -0.002 0.00
H 0.1482 -3.5386 -4.3546 0.005 0.006 0.004 0.00
H -0.7713 -2.7465 -5.6486 0.011 0.011 -0.013 0.00
H -1.5789 -3.2506 -4.1588 -0.015 0.007 0.010 0.00
```
Positions in Å, forces in eV/Å.


# 3
Density functional theory data (the ωB97M-V functional and the def2-TZVPD basis) for C28H38AuN8O3SSi as an isolated structure.

The calculation puts the orbital gap at 7.624 eV. The calculation puts the lowest unoccupied orbital energy at -0.1139 Eh. Its charge is +1. The calculation puts the HOMO energy at -10.7 eV.

```
80
Properties=species:S:1:pos:R:3:forces:R:3:lowdin_charge:R:1
Au -1.6162 0.3298 -0.4117 0.181 0.010 -0.059 0.59
N -4.9814 -2.9449 -0.0091 0.045 0.118 -0.005 0.14
C -3.8595 -2.2616 -0.2350 -0.047 -0.012 -0.011 -0.15
N -3.7362 -0.9730 -0.1734 0.063 -0.228 0.015 0.05
C -4.8355 -0.2121 0.1570 -0.195 -0.038 -0.007 -0.29
N -4.7848 1.0771 0.2685 0.189 0.044 -0.029 0.07
N -3.5303 1.6080 0.0572 -0.056 0.451 0.066 -0.07
C -3.4764 2.8820 0.1554 0.159 -0.410 -0.070 -0.06
C -2.1981 3.5931 -0.0075 -0.113 -0.079 0.010 -0.27
C -2.1516 4.9758 0.1040 0.123 -0.037 -0.024 0.00
C -0.9240 5.6085 -0.0364 -0.018 -0.042 0.004 -0.04
C 0.1999 4.8364 -0.2754 -0.020 0.018 0.010 -0.03
C 0.0524 3.4577 -0.3704 -0.011 0.073 -0.039 -0.14
N -1.1163 2.8474 -0.2440 0.010 0.283 0.010 0.05
C -6.1183 -0.8867 0.3908 0.041 0.054 0.002 -0.08
C -7.2908 -0.1902 0.7001 0.035 -0.012 0.003 -0.01
C -8.4616 -0.8769 0.9310 -0.004 -0.013 -0.002 -0.06
C -8.4851 -2.2724 0.8577 0.003 0.011 -0.009 -0.05
C -7.3436 -2.9795 0.5485 0.010 0.038 0.000 0.00
C -6.1639 -2.2774 0.3153 0.093 -0.069 -0.037 -0.17
H -4.9409 -3.9531 -0.0394 0.006 -0.094 0.076 0.14
H -2.9972 -2.8635 -0.4960 -0.046 0.035 0.000 0.10
H -4.3696 3.4611 0.3734 -0.059 -0.087 0.004 0.13
H -3.0536 5.5397 0.2982 -0.025 -0.012 0.001 0.12
H -0.8523 6.6845 0.0443 0.018 0.006 -0.003 0.12
H 1.1780 5.2838 -0.3851 0.003 0.014 -0.001 0.11
H 0.9057 2.8169 -0.5531 0.029 -0.028 -0.051 0.08
H -7.2496 0.8879 0.7538 -0.007 0.009 0.007 0.11
H -9.3670 -0.3376 1.1707 -0.005 0.007 0.002 0.11
H -9.4081 -2.8047 1.0421 -0.006 -0.008 0.001 0.11
H -7.3542 -4.0599 0.4848 0.001 -0.008 0.005 0.12
N -2.8574 -5.3252 0.6225 -0.113 -0.030 -0.099 0.16
C -1.7790 -4.9671 0.4333 -0.070 0.076 0.109 -0.32
N -0.5349 -4.5526 0.2111 0.116 -0.277 -0.083 0.16
C -0.2374 -3.3579 0.1074 -0.091 0.417 -0.014 -0.27
N 0.1153 -2.2207 0.1255 0.201 -0.320 0.123 -0.23
C 5.4280 -2.4824 -0.2775 0.019 -0.047 0.016 -0.02
C 3.9214 -2.6504 -0.1683 0.044 0.065 0.016 -0.61
C 3.5033 -2.8888 1.2728 0.001 -0.011 -0.002 -0.02
C 3.4351 -3.7578 -1.0900 0.016 0.032 -0.005 -0.01
O 3.3555 -1.4073 -0.6643 -0.149 -0.146 -0.077 -0.12
Si 2.3194 -0.2543 -0.2966 0.189 0.275 0.278 0.02
S 0.2979 -0.9262 -0.9645 -0.386 -0.024 -0.103 0.75
O 2.4984 1.0496 -1.2186 -0.189 0.017 -0.070 -0.15
C 2.9896 1.3049 -2.5734 0.086 -0.018 0.044 -0.61
C 1.9711 2.2139 -3.2399 0.004 -0.007 0.016 -0.02
C 4.3298 2.0011 -2.4092 0.015 -0.011 0.003 -0.01
C 3.1366 0.0101 -3.3556 0.034 0.000 -0.054 -0.03
O 2.2166 0.0092 1.2683 0.054 -0.034 -0.069 -0.12
C 2.1677 1.0202 2.3021 -0.057 -0.014 -0.002 -0.61
C 2.8331 0.3952 3.5167 -0.014 -0.013 0.002 -0.02
C 0.7017 1.3202 2.5705 0.008 0.007 -0.011 -0.02
C 2.9264 2.2547 1.8441 0.023 0.008 0.042 -0.01
H 5.9310 -3.4097 -0.0021 0.002 -0.003 0.014 0.10
H 5.7764 -1.6910 0.3862 -0.006 0.020 0.001 0.09
H 5.7064 -2.2325 -1.3011 0.004 0.004 -0.008 0.09
H 3.9228 -3.8324 1.6220 0.013 -0.005 -0.003 0.10
H 2.4186 -2.9424 1.3696 -0.030 -0.005 -0.013 0.07
H 3.8633 -2.0897 1.9197 0.002 0.008 -0.005 0.08
H 3.8017 -4.7246 -0.7460 0.022 -0.002 0.004 0.10
H 3.7927 -3.5944 -2.1068 -0.009 0.018 -0.003 0.09
H 2.3470 -3.7966 -1.1132 -0.087 -0.004 0.033 0.07
H 1.8704 3.1496 -2.6925 -0.020 0.039 0.033 0.08
H 0.9944 1.7293 -3.2973 -0.005 -0.001 0.024 0.09
H 2.2931 2.4508 -4.2538 0.009 -0.012 -0.009 0.10
H 4.2139 2.9214 -1.8362 -0.004 0.003 0.008 0.09
H 4.7507 2.2499 -3.3835 -0.006 0.007 -0.013 0.10
H 5.0330 1.3513 -1.8872 0.005 -0.012 0.003 0.09
H 2.1805 -0.5104 -3.4427 -0.020 -0.012 0.017 0.08
H 3.8591 -0.6574 -2.8909 -0.005 0.021 -0.015 0.08
H 3.4808 0.2429 -4.3632 -0.014 0.007 -0.018 0.10
H 2.3263 -0.5306 3.7893 -0.006 -0.003 0.004 0.09
H 2.7903 1.0766 4.3663 -0.001 0.019 -0.001 0.10
H 3.8794 0.1729 3.3053 0.011 -0.002 0.001 0.09
H 0.1804 0.4111 2.8731 0.008 -0.013 0.014 0.09
H 0.2184 1.7120 1.6753 -0.005 -0.002 0.001 0.05
H 0.6017 2.0589 3.3664 0.012 0.002 0.015 0.10
H 3.9680 2.0095 1.6314 0.002 -0.018 -0.005 0.10
H 2.9083 3.0081 2.6322 0.003 0.007 0.002 0.10
H 2.4834 2.6827 0.9469 -0.017 0.003 -0.012 0.06
```
Positions in Å, forces in eV/Å.


Across the entries above, energy above the lowest of the compared OMol25 structures with the same formula, charge and spin takes the values 0.0, 25.6, 0.0 kcal per mole, respectively.
Across the entries above, E takes the values -148845.6125, -55368.0526, -70119.6208 eV, respectively.